# 1
Here is a cluster of 6 separate species, C35H79N6O10PS7 in total at a distorted geometry from OMol25. Energies are from wB97M-V/def2-TZVPD.

```
138
Properties=species:S:1:pos:R:3
C 1.3067 4.5368 3.1974
C 2.5801 5.3471 3.3405
O 3.5841 4.9063 2.4437
C 4.2896 3.7738 2.9151
C 4.4994 2.7602 1.7988
C 4.8055 1.3864 2.3797
C 4.7237 0.2349 1.3673
C 3.2760 -0.0324 0.9803
C 2.9776 -1.2919 0.1553
C 2.8344 -0.8870 -1.3352
N 3.8788 -0.0751 -1.9190
C 4.0740 -2.3512 0.2347
C 3.6692 -3.6364 -0.5156
C 4.4107 -3.9722 -1.7757
N 5.8154 -3.7620 -1.8672
O 3.8050 -4.4259 -2.6883
O 1.6828 -1.8376 0.4237
C 1.4661 -2.7185 1.5058
C 0.2293 -3.5421 1.1133
N -1.0186 -2.7943 0.9651
C -1.4282 -2.9120 -0.4512
C -2.6512 -2.1353 -0.8880
C -2.4084 -0.6573 -1.2249
S -3.3881 -0.2260 -2.6833
C -4.2730 1.1880 -2.2520
S -5.5208 1.6980 -3.1267
N -3.8375 1.8615 -1.0797
C -2.6474 2.5446 -0.9468
C -2.6492 3.0269 0.3339
N -3.7825 2.6470 0.9977
C -4.4783 1.9530 0.1307
C -2.0776 -3.2426 1.8791
C -2.6976 -2.1842 2.8037
C -4.0031 -2.7634 3.3722
C -2.9655 -0.8370 2.1432
P 1.2867 -1.8825 3.1356
N 2.6217 -1.5324 3.8610
O 0.4043 -2.8292 4.0663
O 0.3001 -0.6621 2.9249
H 0.5407 4.9231 3.8658
H 0.9734 4.5472 2.1639
H 1.4837 3.4995 3.4857
H 2.3575 6.3821 3.0804
H 2.9340 5.3474 4.3670
H 5.2516 4.0609 3.3485
H 3.7312 3.2918 3.7200
H 5.3586 3.0919 1.2131
H 3.6073 2.7611 1.1788
H 5.7690 1.3842 2.8858
H 4.0625 1.1673 3.1511
H 5.3307 0.5144 0.5053
H 5.1624 -0.6284 1.8631
H 2.9020 0.8223 0.4178
H 2.7182 -0.0508 1.9127
H 1.8966 -0.3395 -1.4168
H 2.7077 -1.7862 -1.9373
H 4.8139 -0.4011 -1.7327
H 3.7931 0.9073 -1.7152
H 5.0035 -1.9622 -0.1663
H 4.2906 -2.6179 1.2694
H 3.8297 -4.4901 0.1489
H 2.6163 -3.6354 -0.7704
H 5.9990 -2.8258 -2.2177
H 6.2208 -3.7870 -0.9357
H 2.2436 -3.4700 1.6651
H 0.1478 -4.3706 1.8176
H 0.5098 -3.9817 0.1545
H -0.5866 -2.6387 -1.0829
H -1.6428 -3.9697 -0.6589
H -3.4755 -2.2200 -0.1864
H -2.9974 -2.6322 -1.7939
H -1.3589 -0.4820 -1.4477
H -2.6838 -0.0203 -0.3923
H -1.9298 2.6515 -1.7382
H -1.8659 3.6156 0.7810
H -5.4401 1.4986 0.2876
H -1.7060 -4.0360 2.5247
H -2.8970 -3.6962 1.3123
H -2.0453 -2.0011 3.6517
H -3.8704 -3.8200 3.5996
H -4.2831 -2.2452 4.2842
H -4.7939 -2.6626 2.6318
H -3.8714 -0.8557 1.5403
H -2.1309 -0.5607 1.5049
H -3.0497 -0.0619 2.9003
H 3.4470 -1.7765 3.3295
H 1.0504 -3.2722 4.6339
H 0.2242 -0.4527 1.9827
C -9.0714 0.1734 -5.2864
S -8.5044 1.8489 -4.9775
O -8.8724 2.1767 -3.5773
C -9.7086 2.6545 -6.0409
H -8.4686 -0.4940 -4.6742
H -10.1215 0.0884 -5.0066
H -8.9314 -0.0683 -6.3400
H -10.7152 2.3970 -5.7113
H -9.5481 2.3397 -7.0720
H -9.5555 3.7281 -5.9571
C 1.4905 -3.9997 -5.3834
S 1.0986 -2.7579 -4.1599
O -0.3563 -2.8612 -3.8546
C 1.3064 -1.3381 -5.2399
H 1.3796 -4.9753 -4.9128
H 0.8152 -3.9181 -6.2344
H 2.5203 -3.8616 -5.7078
H 0.6156 -1.4154 -6.0795
H 2.3370 -1.3023 -5.5924
H 1.0858 -0.4459 -4.6576
C 4.0950 -7.3036 -8.6537
S 3.2528 -6.2921 -7.4320
O 3.1976 -4.9124 -7.9831
C 4.5744 -6.3169 -6.2145
H 3.4484 -7.3753 -9.5254
H 5.0369 -6.8295 -8.9288
H 4.2686 -8.2977 -8.2421
H 5.4834 -5.9126 -6.6598
H 4.7332 -7.3408 -5.8762
H 4.2685 -5.6989 -5.3714
C 2.1075 4.5785 8.9053
S 2.1749 3.5321 7.4466
O 3.0307 4.2369 6.4564
C 0.4731 3.7980 6.9405
H 3.0999 4.5877 9.3504
H 1.8224 5.5895 8.6144
H 1.3906 4.1644 9.6142
H 0.3017 4.8635 6.7862
H -0.1972 3.4058 7.7052
H 0.3196 3.2592 6.0076
C -4.0121 6.2712 1.1234
S -3.6854 7.2818 2.5702
O -4.1059 6.5005 3.7593
C -4.9872 8.4810 2.2548
H -3.3313 5.4285 1.1302
H -5.0404 5.9118 1.1540
H -3.8403 6.8697 0.2274
H -5.9475 7.9676 2.2094
H -4.7833 9.0007 1.3185
H -4.9868 9.1931 3.0772
```

Computed properties:
frontier orbital gap: 8.501 eV
relative energy (zero: lowest compared OMol25 entry of this formula, charge and spin): 0.0 kJ/mol
HOMO: -8.609 eV
largest force on an atom: 0.0377 Eh/bohr

---

# 2
Here is a cluster of 5 separate species, C35H80BrFN2O9P in total at a distorted geometry from OMol25. Energies are from wB97M-V/def2-TZVPD.

```
129
Properties=species:S:1:pos:R:3
C -3.1930 2.3262 -1.3727
C -2.1723 1.5701 -0.4553
C -1.2650 0.5577 -1.2763
N 0.1050 1.0858 -1.2669
C 1.0724 0.2730 -2.1017
N 0.4855 -0.6237 -3.0885
O 1.6152 -0.6254 -1.1193
P 3.3701 -0.7220 -1.2987
C 3.7915 0.1612 0.3502
C 5.0218 -0.4053 1.1386
C 6.3485 -0.4525 0.3494
F 7.3472 -0.9580 1.2580
C 3.5407 -2.4986 -0.6264
C 2.6788 -2.8584 0.6246
C 2.2867 -4.4048 0.5099
C 1.5082 -4.7453 1.8063
O 1.9751 -5.4928 2.6308
O 0.2876 -4.1456 2.0518
O 3.3821 0.9000 -1.9970
C 2.1764 1.2828 -2.7247
C 2.6293 0.9793 -4.2148
C 3.2470 2.2096 -4.9382
O 3.9569 1.8114 -6.1275
C 3.0666 1.4107 -7.1673
C 3.1769 2.3678 -8.3995
C 2.0532 2.7685 -2.2856
C 1.0191 3.6806 -3.0423
C 0.2296 4.5295 -1.9823
Br -0.3420 2.7287 -4.1116
H -2.7348 3.1968 -1.8879
H -3.6224 1.6597 -2.1481
H -3.9896 2.7200 -0.6996
H -2.6807 1.0412 0.3831
H -1.4909 2.3170 0.0126
H -1.3024 -0.4508 -0.7871
H -1.7110 0.4945 -2.2854
H 0.4991 1.0255 -0.3298
H 0.0554 -1.4285 -2.6431
H -0.1774 -0.1456 -3.6988
H 4.7283 -0.8072 -1.8111
H 3.0226 -1.3445 -2.5730
H 2.8962 0.0889 1.0088
H 3.9964 1.2383 0.1780
H 5.2000 0.2936 1.9958
H 4.8714 -1.4036 1.5955
H 6.3100 -1.2045 -0.4636
H 6.7134 0.5312 -0.0009
H 3.2715 -3.1927 -1.4501
H 4.6025 -2.7301 -0.3653
H 3.2011 -2.7674 1.6000
H 1.7157 -2.3147 0.7075
H 3.2334 -4.9678 0.4477
H 1.6265 -4.5174 -0.3748
H -0.0680 -3.8445 1.1936
H 3.3441 0.1396 -4.1825
H 1.7362 0.6667 -4.8025
H 3.9965 2.7259 -4.2984
H 2.4417 2.9376 -5.2027
H 3.4095 0.4032 -7.5063
H 2.0016 1.3719 -6.8608
H 4.2217 2.6429 -8.6432
H 2.7143 1.8522 -9.2752
H 2.5392 3.2544 -8.1985
H 3.0545 3.2185 -2.4810
H 1.8960 2.8768 -1.1958
H 1.5054 4.4090 -3.7228
H 0.8742 4.7643 -1.1091
H -0.1513 5.4826 -2.4134
H -0.6474 3.9700 -1.5918
C -2.7676 -7.4439 2.4814
C -2.2686 -8.8788 2.4228
O -1.1703 -9.0652 1.5487
C 0.0024 -8.3198 1.8515
C 0.5825 -8.6194 3.2214
H -3.0521 -7.0982 1.4848
H -3.6365 -7.3717 3.1396
H -2.0052 -6.7611 2.8602
H -3.0692 -9.5181 2.0451
H -2.0240 -9.2476 3.4251
H -0.1905 -7.2484 1.7367
H 0.7364 -8.5848 1.0881
H -0.1112 -8.3637 4.0245
H 1.4975 -8.0460 3.3750
H 0.8146 -9.6834 3.3147
C -9.3298 2.2415 -0.3371
C -7.9264 2.4624 0.2031
O -7.1820 3.4281 -0.5191
C -7.7213 4.7377 -0.5610
C -7.8892 5.3747 0.8082
H -9.2910 1.9398 -1.3863
H -9.8369 1.4616 0.2344
H -9.9377 3.1458 -0.2780
H -7.3663 1.5292 0.1267
H -7.9540 2.7212 1.2671
H -8.6685 4.7403 -1.1123
H -7.0208 5.3349 -1.1477
H -8.5877 4.8191 1.4361
H -8.2678 6.3937 0.7071
H -6.9318 5.4082 1.3324
C -4.2222 -5.6282 7.0615
C -4.1804 -4.9834 5.6856
O -3.5085 -3.7372 5.6586
C -2.1438 -3.7516 6.0536
C -1.2673 -4.6479 5.1967
H -4.6992 -4.9592 7.7818
H -4.7847 -6.5636 7.0245
H -3.2232 -5.8553 7.4361
H -5.2021 -4.7843 5.3562
H -3.7444 -5.6660 4.9484
H -2.0602 -4.0193 7.1132
H -1.7925 -2.7217 5.9673
H -1.5735 -5.6947 5.2537
H -0.2278 -4.5856 5.5222
H -1.3210 -4.3477 4.1491
C 2.5226 9.0571 -0.0539
C 2.3607 7.7116 0.6345
O 2.8670 6.6225 -0.1156
C 4.2497 6.6595 -0.4296
C 5.1535 6.6955 0.7908
H 2.0324 9.0469 -1.0301
H 2.0798 9.8491 0.5536
H 3.5717 9.3093 -0.2161
H 1.2971 7.5127 0.7776
H 2.8105 7.7275 1.6332
H 4.4635 7.4995 -1.1002
H 4.4555 5.7504 -0.9977
H 4.9932 7.5914 1.3937
H 6.2012 6.6807 0.4852
H 4.9640 5.8309 1.4302
```

Computed properties:
frontier orbital gap: 6.525 eV
charge: -1
HOMO: -4.347 eV
largest force on an atom: 0.0633 Eh/bohr